{
  "formula": "C6H9BiCl2O6PPr",
  "method": "ωB97M-V/def2-TZVPD",
  "spin_multiplicity": 3,
  "homo_lumo_gap_ev": [3.987, 4.046],
  "relative_energy_kcal_mol": 0.00,
  "total_charge": 4,
  "e_tot_ev": -72846.9356,
  "lumo_energy_ev": [-17.613, -17.613],
  "elements": ["Bi", "Pr", "Cl", "Cl", "C", "C", "C", "O", "O", "O", "C", "O", "P", "O", "C", "O", "C", "H", "H", "H", "H", "H", "H", "H", "H", "H"],
  "coordinates": [[-2.2192, -3.7932, -5.2188], [-0.1463, -1.0794, -1.1365], [-0.2229, -5.1426, -4.7184], [-2.5375, -1.2562, -0.1274], [0.3747, 1.1737, -0.1774], [-2.3810, -5.3347, -7.0514], [-4.2965, -2.8528, -6.6960], [0.5589, 2.2459, 0.2278], [-2.3620, -5.7187, -8.1356], [-5.1679, -2.4713, -7.3292], [-0.5927, -1.4640, 4.1009], [-0.0852, -1.8150, 2.7925], [0.5928, -0.8832, 1.6485], [2.1475, -0.6808, 2.1333], [2.7458, 0.6076, 2.3303], [1.6810, -2.2237, -1.1074], [2.7390, -3.0129, -0.6276], [-1.3810, -2.1893, 4.3218], [-1.0220, -0.4613, 4.1004], [0.2016, -1.5336, 4.8579], [2.0135, 1.3092, 2.7717], [3.5910, 0.4295, 3.0018], [3.1345, 1.0125, 1.3927], [3.7148, -2.5210, -0.7652], [2.5524, -3.1766, 0.4376], [2.7512, -3.9718, -1.1515]],
  "forces_ev_per_a": [[1.6, -1.6, 0.7], [0.8, -2.2, -1.3], [-1.4, 1.1, -0.4], [1.2, 0.0, -0.4], [1.2, 7.1, 2.0], [-0.1, -1.5, -5.5], [-3.5, 1.5, -2.8], [-0.9, -5.1, -1.9], [-0.1, 1.4, 5.0], [3.0, -1.3, 2.3], [-0.5, -0.1, 2.3], [1.6, 2.8, -4.7], [2.7, -3.7, 5.9], [-4.9, -1.0, -1.3], [1.2, 1.9, 0.3], [-3.0, 2.1, 0.1], [0.8, -0.5, 0.4], [0.3, 0.1, -0.1], [0.1, -0.1, -0.2], [-0.2, -0.1, -0.5], [0.6, -0.4, 0.0], [-0.3, 0.2, 0.0], [-0.1, -0.2, 0.0], [-0.4, -0.1, 0.0], [0.4, -0.3, -0.1], [0.0, 0.1, 0.1]]
}

=====

{
  "formula": "C6H9Br2NO3",
  "method": "ωB97M-V/def2-TZVPD",
  "homo_lumo_gap_ev": [7.802, 7.886],
  "relative_energy_kcal_mol": 0.00,
  "e_tot_ev": -154082.3565,
  "lumo_energy_ev": [-0.331, -0.084],
  "elements": ["C", "C", "C", "C", "C", "C", "N", "O", "O", "O", "Br", "Br", "H", "H", "H", "H", "H", "H", "H", "H", "H"],
  "coordinates": [[0.7101, -2.6496, 0.3811], [-0.8254, 1.9411, -0.0939], [0.6400, -2.7784, 1.8807], [-2.0425, 2.8780, -0.3404], [1.3282, 1.5154, -0.6524], [0.4060, -0.6812, -1.2800], [0.5513, -1.3196, -0.0470], [0.9163, -3.5505, -0.4267], [-0.8582, 1.2082, 0.8572], [0.1820, 2.1972, -0.9408], [1.5119, -1.2576, -2.6352], [-1.3274, -0.1355, -1.9943], [1.3968, -3.4824, 2.1642], [-0.2734, -3.4032, 2.0732], [0.6268, -1.8146, 2.4327], [-2.0361, 3.5939, 0.4308], [-2.8227, 2.2324, -0.2070], [-1.8489, 3.4008, -1.3223], [1.4515, 1.2706, 0.3832], [2.2300, 1.5740, -1.3471], [0.0838, -0.7388, 0.6840]],
  "forces_ev_per_a": [[0.3, -0.3, -2.5], [-2.7, 2.3, 0.6], [-1.4, -0.7, -0.2], [4.2, 0.3, -2.1], [0.1, -2.6, -1.8], [1.2, 1.8, 1.0], [-1.8, 1.1, 1.6], [-0.3, 0.9, 1.6], [1.3, -0.7, 0.0], [1.3, 0.1, 0.1], [0.7, -0.6, -0.8], [0.1, -0.7, 0.2], [0.8, 0.1, 0.4], [0.4, 0.9, 0.0], [0.1, -0.9, -0.3], [0.0, 0.9, 1.0], [-2.5, -1.2, -0.3], [-1.0, -0.7, 0.9], [0.2, 0.0, 0.3], [-1.8, 0.4, 0.9], [0.7, -0.4, -0.8]]
}

=====

{
  "formula": "C6H9BrO3P",
  "method": "ωB97M-V/def2-TZVPD",
  "spin_multiplicity": 3,
  "homo_lumo_gap_ev": [4.690, 4.761],
  "total_charge": -1,
  "e_tot_ev": -91839.7495,
  "lumo_energy_ev": [3.214, -0.559],
  "elements": ["C", "C", "C", "C", "C", "C", "O", "O", "O", "P", "Br", "H", "H", "H", "H", "H", "H", "H", "H", "H"],
  "coordinates": [[-2.1233, -0.5317, -0.0912], [-0.9814, -1.1757, -0.1534], [0.4281, -0.7076, -0.2917], [0.6513, -0.1936, -1.5244], [2.4604, 0.1700, 1.0404], [1.3678, -0.9736, 0.7935], [-2.2869, 1.7110, -1.4796], [-3.2490, 1.6306, 0.9798], [-0.8182, 1.9698, 0.5240], [-2.0549, 1.3113, 0.1449], [-1.0033, -3.2030, -0.1783], [-3.0880, -0.9548, 0.0564], [-0.0405, -0.1436, -2.3002], [1.6104, 0.3065, -1.6310], [-1.5633, 2.4030, -1.4967], [3.4086, -0.1128, 1.4043], [2.0646, 0.9259, 1.6513], [2.6984, 0.4636, 0.0323], [0.7802, -0.9147, 1.7891], [1.7390, -1.9806, 0.7307]],
  "forces_ev_per_a": [[-0.8, 3.0, 1.4], [4.9, 0.8, -0.5], [-4.0, -0.6, -0.5], [2.6, 0.2, 0.8], [-1.0, -2.1, -2.4], [0.1, 2.0, 3.8], [1.3, 1.0, 1.2], [-0.5, -0.5, -0.3], [2.9, 0.2, 0.4], [-3.5, -0.2, -1.0], [-0.4, -2.6, 0.0], [-0.7, -0.6, -0.3], [-1.1, 0.0, -1.0], [-0.2, 0.1, -0.4], [-1.1, -0.9, -0.6], [0.9, -1.0, 0.9], [-0.6, 1.2, 0.4], [0.1, 1.1, -0.2], [0.6, -0.6, -1.5], [0.5, -0.5, -0.1]]
}

=====

{
  "formula": "C6H9BrS",
  "method": "ωB97M-V/def2-TZVPD",
  "homo_lumo_gap_ev": 8.802,
  "relative_energy_kcal_mol": 42.40,
  "smiles": "CC[C@@]1(Br)CC=CS1",
  "e_tot_ev": -87243.8579,
  "lumo_energy_ev": 0.772,
  "elements": ["C", "C", "C", "Br", "C", "C", "C", "S", "H", "H", "H", "H", "H", "H", "H", "H", "H"],
  "coordinates": [[-1.2835, 0.8915, 1.2158], [0.0106, 1.1021, 0.4139], [1.0499, -0.0160, 0.3504], [1.6980, -0.5585, 2.0985], [0.5421, -1.1972, -0.4717], [1.1972, -1.2462, -1.7924], [2.2553, -0.4016, -2.0422], [2.5984, 0.6802, -0.7397], [-1.7806, 0.0402, 1.0588], [-1.9955, 1.5779, 0.8593], [-0.9794, 0.9628, 2.3800], [0.4927, 2.0402, 0.7023], [-0.3741, 1.1921, -0.5731], [-0.4610, -0.9600, -0.6374], [0.5321, -2.2900, -0.0881], [0.9801, -1.9876, -2.5920], [3.0901, -0.2301, -2.7429]],
  "forces_ev_per_a": [[3.9, 2.2, 3.7], [-0.2, -0.3, 0.6], [1.5, 0.4, -0.9], [0.0, 0.1, 0.0], [0.6, -1.9, 0.1], [3.0, 0.6, -3.1], [-1.0, -0.6, 1.5], [-1.4, -0.1, 2.1], [-1.3, -4.0, -0.5], [-0.7, 1.7, 0.2], [-1.3, 0.1, -2.6], [-0.1, -0.1, 0.0], [0.3, 0.4, -1.3], [-2.0, 0.0, -0.2], [0.3, 2.0, 0.2], [-0.2, 0.4, 1.0], [-1.2, -0.9, -0.5]]
}

=====

{
  "formula": "C6H9Cl",
  "method": "ωB97M-V/def2-TZVPD",
  "homo_lumo_gap_ev": [7.737, 7.645],
  "relative_energy_kcal_mol": 76.62,
  "e_tot_ev": -18886.0932,
  "lumo_energy_ev": [0.319, -0.177],
  "elements": ["C", "C", "C", "C", "C", "C", "Cl", "H", "H", "H", "H", "H", "H", "H", "H", "H"],
  "coordinates": [[-0.6637, 0.4302, -1.4910], [-0.5040, 0.6424, -0.1306], [1.7496, -1.2715, -0.3492], [0.5093, -1.7249, 0.4347], [0.0820, -0.2996, 0.7201], [-1.0839, 1.8080, 0.5770], [0.4388, 0.1395, 2.3106], [-1.2987, 0.9326, -2.1403], [-0.1214, -0.5265, -1.8608], [2.5740, -0.9172, 0.1512], [1.7513, -1.2704, -1.4400], [-0.1970, -2.3728, -0.2797], [0.6012, -2.2581, 1.4194], [-1.2972, 2.5447, -0.2910], [-2.0423, 1.7521, 1.0919], [-0.4980, 2.3917, 1.2778]],
  "forces_ev_per_a": [[2.3, -3.1, 2.1], [-1.0, -0.2, -1.1], [-2.6, -1.4, 0.2], [-0.7, -1.0, -1.8], [1.1, -2.0, -1.0], [-1.3, 3.5, -2.4], [0.4, 0.3, 1.2], [-0.9, 1.1, -0.9], [-1.2, 1.9, 0.2], [1.7, 0.7, 1.1], [-0.1, 0.1, 0.5], [1.2, 1.7, 1.6], [0.4, 0.3, -1.2], [0.1, -0.8, 1.5], [-0.1, -0.9, -0.1], [0.7, -0.4, -0.1]]
}

=====

{
  "formula": "C6H9ClNO4S2",
  "method": "ωB97M-V/def2-TZVPD",
  "homo_lumo_gap_ev": 5.415,
  "relative_energy_kcal_mol": 0.00,
  "total_charge": -1,
  "e_tot_ev": -50239.7441,
  "lumo_energy_ev": 2.830,
  "elements": ["C", "C", "C", "C", "C", "C", "N", "O", "O", "O", "O", "S", "S", "Cl", "H", "H", "H", "H", "H", "H", "H", "H", "H"],
  "coordinates": [[-1.1309, 4.1544, -3.5254], [1.0249, -1.6211, -1.1887], [-0.9459, 1.8227, 1.1692], [-0.0338, -0.5265, -0.6668], [-0.3369, 1.9694, -0.2857], [0.6053, 0.8232, -0.7063], [1.1560, 1.1439, -2.0592], [-0.0402, 4.4843, -3.7414], [-2.2169, 3.8029, -3.3439], [0.3259, 1.1086, -2.9812], [2.3718, 1.1474, -2.2066], [0.5632, 3.6204, -0.5567], [-0.5700, 5.1835, -0.0175], [1.9428, 0.9088, 0.4988], [0.7308, -2.6811, -0.8112], [1.9694, -1.4903, -0.5673], [1.1601, -1.5474, -2.1958], [-1.7215, 1.0724, 1.1956], [0.0292, 1.6120, 1.5185], [-1.4268, 2.8132, 1.4887], [-0.9238, -0.3881, -1.2288], [-0.3330, -0.7575, 0.3666], [-1.1957, 1.9490, -1.0878]],
  "forces_ev_per_a": [[0.9, 0.1, 0.1], [-1.2, -1.0, 5.5], [-0.1, 2.0, -2.5], [1.9, -1.6, 0.0], [-3.2, 1.2, -1.9], [-0.1, 2.2, 2.5], [0.7, -1.5, -1.9], [-0.4, 0.1, -0.2], [-0.5, -0.1, 0.0], [1.0, 0.4, 1.2], [-1.4, 0.5, -0.2], [0.6, -1.4, 0.0], [-0.8, 0.2, 0.1], [0.6, -0.5, -0.2], [0.0, 1.7, -1.2], [-1.0, 0.3, -1.2], [0.6, -0.1, -2.7], [0.2, -0.6, 0.2], [0.2, -0.4, 2.5], [1.2, -1.2, -0.5], [-0.8, -0.5, -0.9], [0.3, 0.3, -0.3], [1.4, 0.0, 1.3]]
}

=====

{
  "formula": "C6H9ClO",
  "method": "ωB97M-V/def2-TZVPD",
  "homo_lumo_gap_ev": 9.560,
  "relative_energy_kcal_mol": 68.13,
  "e_tot_ev": -20934.6969,
  "lumo_energy_ev": 0.593,
  "elements": ["C", "C", "C", "C", "C", "C", "O", "Cl", "H", "H", "H", "H", "H", "H", "H", "H", "H"],
  "coordinates": [[-1.2893, -0.9610, -0.3152], [0.2511, -0.6182, -0.4429], [-1.9007, 0.3581, -0.3976], [0.0455, 0.5540, 0.4395], [1.1599, -1.6960, 0.1625], [0.8261, 1.8375, 0.2152], [-1.7082, -2.0280, 0.0511], [-3.4432, 0.7324, 0.2764], [0.5623, -0.2262, -1.5360], [-1.4440, 0.8836, -1.2225], [-0.0730, 0.5252, 1.5246], [0.7733, -2.6583, -0.0685], [1.2586, -1.5397, 1.2210], [1.9805, -1.5405, -0.4401], [0.6164, 2.0179, -0.8718], [1.8477, 1.6529, 0.4509], [0.5371, 2.7060, 0.9534]],
  "forces_ev_per_a": [[0.9, -0.6, -0.4], [-0.9, 0.3, -0.8], [2.8, 0.3, 1.5], [-1.3, 1.8, 0.6], [-1.8, 1.0, -0.8], [-2.5, 1.1, -0.3], [-0.3, 0.2, 0.1], [0.4, 0.0, -0.5], [-0.7, -1.1, 2.4], [-1.0, 0.6, -0.4], [-0.4, -1.4, -0.2], [-0.5, -0.9, 0.0], [0.4, -0.1, 0.3], [2.8, -0.2, -0.4], [0.9, 0.9, 0.9], [1.1, -0.3, -0.3], [0.1, -1.6, -1.8]]
}

=====

{
  "formula": "C6H9ClS",
  "method": "ωB97M-V/def2-TZVPD",
  "homo_lumo_gap_ev": 8.054,
  "relative_energy_kcal_mol": 109.74,
  "e_tot_ev": -29720.3786,
  "lumo_energy_ev": -0.772,
  "elements": ["C", "C", "C", "C", "C", "C", "H", "H", "H", "H", "H", "H", "H", "H", "H", "S", "Cl"],
  "coordinates": [[0.9608, -1.7570, -1.5109], [0.1134, -0.4934, -1.4960], [0.0721, 0.2421, -0.2444], [-0.6629, 1.6559, 0.0510], [-0.5652, 1.1403, 1.6753], [-0.3683, -0.3565, 1.2242], [1.5118, -1.8014, -0.3275], [1.9050, -1.5615, -2.5076], [-0.0071, -2.6596, -1.6344], [-1.8603, 1.5166, -0.1415], [-0.0677, 2.6919, -0.0500], [-1.4443, 1.1545, 2.4880], [0.3790, 1.5987, 2.0976], [-1.3208, -0.8544, 1.1675], [0.3179, -1.0564, 1.7434], [-0.8142, 0.0314, -2.7923], [1.8508, 0.5090, 0.2576]],
  "forces_ev_per_a": [[0.4, -0.7, 0.6], [-1.1, -0.1, -2.4], [0.6, 1.6, 3.4], [-1.3, -1.5, 3.0], [-0.3, -0.2, 0.6], [-0.1, 1.2, -1.5], [-1.5, -0.4, -4.0], [-3.3, -1.3, 3.3], [3.7, 2.3, 0.0], [3.2, 1.0, -0.3], [-1.8, -2.6, -0.5], [1.7, 0.7, -2.2], [-1.3, -0.7, -0.2], [-0.6, -0.1, -0.2], [-0.1, 0.8, -0.5], [1.2, -0.7, 1.6], [0.5, 0.6, -0.9]]
}